Entry 1:
A single C12H11BO2 molecule at a distorted geometry, computed with wB97M-V/def2-TZVPD.

Bonds (Å) are listed after each position.
CARTESIAN COORDINATES (ANGSTROEM)
1 O -3.995 2.752 -1.214  B3 1.390, H16 0.992
2 O -2.435 3.204 -3.038  B3 1.396, H17 0.991
3 B -2.769 2.565 -1.843  O1 1.390, O2 1.396, C13 1.596
4 C 2.985 -2.782 1.804  C5 1.375, C6 1.382, H18 1.086
5 C 1.682 -2.791 2.245  C4 1.375, C9 1.357, H19 1.089
6 C 3.339 -1.884 0.815  C4 1.382, C10 1.371, H20 1.087
7 C -0.343 2.009 -1.095  C11 1.369, C13 1.395, H21 1.078
8 C -2.105 0.418 -0.634  C12 1.368, C13 1.378, H22 1.065
9 C 0.769 -1.933 1.724  C5 1.357, C14 1.409, H23 1.074
10 C 2.437 -0.967 0.340  C6 1.371, C14 1.393, H24 1.069
11 C 0.528 1.156 -0.472  C7 1.369, C15 1.404, H25 1.079
12 C -1.220 -0.400 0.012  C8 1.368, C15 1.384, H26 1.103
13 C -1.677 1.609 -1.179  B3 1.596, C7 1.395, C8 1.378
14 C 1.102 -0.983 0.738  C9 1.409, C10 1.393, C15 1.495
15 C 0.113 -0.046 0.123  C11 1.404, C12 1.384, C14 1.495
16 H -4.045 2.202 -0.390  O1 0.992
17 H -3.219 3.704 -3.381  O2 0.991
18 H 3.744 -3.409 2.264  C4 1.086
19 H 1.386 -3.457 3.055  C5 1.089
20 H 4.365 -1.867 0.456  C6 1.087
21 H -0.033 2.949 -1.520  C7 1.078
22 H -3.129 0.136 -0.719  C8 1.065
23 H -0.230 -2.040 2.101  C9 1.074
24 H 2.769 -0.236 -0.366  C10 1.069
25 H 1.552 1.437 -0.280  C11 1.079
26 H -1.572 -1.346 0.457  C12 1.103

The LUMO energy is 0.019 hartree. The HOMO energy comes out at -8.50 eV. Its energy relative to the best compared isomer or geometry (same formula, charge and spin) is 0.114 eV. Its structure (SMILES) is OB(O)c1ccc(-c2ccccc2)cc1. As for the gap between HOMO and LUMO: 9.01 eV.


Entry 2:
A single C8H12N4O3 molecule at a distorted geometry, computed with wB97M-V/def2-TZVPD.

Bonds (Å) are listed after each position.
CARTESIAN COORDINATES (ANGSTROEM)
1 C 0.515 1.580 -3.416  C2 1.525, N9 1.369, O13 1.202
2 C 0.342 0.696 -2.184  C1 1.525, N10 1.315, O14 1.237
3 C 1.071 2.916 -1.711  N9 1.266, N10 1.652, O15 1.199
4 C -0.856 1.009 0.520  C6 1.520, N11 1.433, H16 1.159, H17 1.177
5 C 1.424 -0.082 0.413  C7 1.531, N11 1.421, H18 1.164, H19 1.073
6 C -1.159 -0.137 1.471  C4 1.520, N12 1.483, H20 1.083, H21 1.082
7 C 0.933 -1.258 1.262  C5 1.531, N12 1.534, H22 1.108, H23 1.129
8 C -1.299 -2.567 1.405  N12 1.482, H24 1.059, H25 1.052, H26 1.084
9 N 0.937 2.802 -2.965  C1 1.369, C3 1.266
10 N 0.636 1.431 -1.134  C2 1.315, C3 1.652, N11 1.375
11 N 0.533 0.996 0.166  C4 1.433, C5 1.421, N10 1.375
12 N -0.558 -1.378 0.923  C6 1.483, C7 1.534, C8 1.482, H27 1.069
13 O 0.218 1.316 -4.551  C1 1.202
14 O -0.049 -0.472 -2.071  C2 1.237
15 O 1.345 3.735 -0.879  C3 1.199
16 H -1.407 0.801 -0.479  C4 1.159
17 H -1.462 1.930 0.934  C4 1.177
18 H 2.364 0.377 0.923  C5 1.164
19 H 1.752 -0.544 -0.498  C5 1.073
20 H -0.628 -0.028 2.408  C6 1.083
21 H -2.217 -0.257 1.664  C6 1.082
22 H 1.553 -2.153 1.058  C7 1.108
23 H 1.077 -0.945 2.337  C7 1.129
24 H -1.244 -2.550 2.462  C8 1.059
25 H -2.313 -2.337 1.244  C8 1.052
26 H -1.028 -3.452 0.841  C8 1.084
27 H -0.482 -1.429 -0.142  N12 1.069

The LUMO energy is -0.013 hartree. The HOMO energy comes out at -8.21 eV. Its energy relative to the best compared isomer or geometry (same formula, charge and spin) is 4.496 eV. Its structure (SMILES) is C[NH+]1CCN(N2C(=O)C(=O)N=C2[O-])CC1. As for the gap between HOMO and LUMO: 7.85 eV.


Entry 3:
A single C5H5NO2 molecule at a distorted geometry, computed with wB97M-V/def2-TZVPD.

Bonds (Å) are listed after each position.
CARTESIAN COORDINATES (ANGSTROEM)
1 C 1.289 -0.272 0.067  C2 1.534, C5 1.788, O12 1.184
2 C 0.406 -1.526 0.030  C1 1.534, C3 1.639, H6 1.105, H7 1.079
3 C -0.904 -0.805 -0.642  C2 1.639, C4 1.605, H8 1.224, N11 1.462
4 C -1.070 0.134 0.649  C3 1.605, C5 1.433, H10 1.092, N11 1.372
5 C 0.015 0.972 0.232  C1 1.788, C4 1.433, O13 1.203
6 H 0.920 -2.262 -0.613  C2 1.105
7 H 0.152 -2.007 0.962  C2 1.079
8 H -0.713 -0.033 -1.572  C3 1.224
9 H -2.828 0.320 -0.395  N11 1.033
10 H -1.008 -0.542 1.505  C4 1.092
11 N -2.155 -0.369 -0.023  C3 1.462, C4 1.372, H9 1.033
12 O 2.455 -0.087 -0.025  C1 1.184
13 O 0.064 2.097 -0.193  C5 1.203

The LUMO energy is 0.004 hartree. The HOMO energy comes out at -8.87 eV. Its energy relative to the best compared isomer or geometry (same formula, charge and spin) is 5.944 eV. Its structure (SMILES) is O=C1C[C@H]2N[C@@H]2C1=O. As for the gap between HOMO and LUMO: 8.99 eV.